one:
Below is a cluster of 2 separate species, C5H16N2O in total, with properties calculated with ωB97M-V with the def2-TZVPD basis set.

Bonds (Å) are listed after each position.
Element x y z (Å)
1 C 0.74380 -3.05119 0.01965  C2 1.632, H8 1.135, H9 1.045, H10 1.026
2 C 0.52831 -1.43478 -0.04452  C1 1.632, N3 1.520, C4 1.566, H11 1.122
3 N 0.63763 -1.15108 -1.53409  C2 1.520, H12 0.961, H13 1.099
4 C -0.92707 -1.08390 0.41446  C2 1.566, N5 1.504, H14 1.136, H15 1.151
5 N -0.95880 0.29150 1.02261  C4 1.504, C6 1.501, C7 1.506
6 C -1.17450 1.45034 0.09259  N5 1.501, H16 1.118, H17 1.182, H18 1.129
7 C -2.02760 0.28594 2.08295  N5 1.506, H19 1.033, H20 1.143, H21 1.123
8 H -0.03404 -3.44716 -0.70586  C1 1.135
9 H 1.70337 -3.21873 -0.35838  C1 1.045
10 H 0.45695 -3.46305 0.91398  C1 1.026
11 H 1.45818 -1.06924 0.46667  C2 1.122
12 H 1.58799 -1.12995 -1.67189  N3 0.961
13 H 0.24955 -0.13650 -1.69831  N3 1.099
14 H -1.68047 -1.32573 -0.40067  C4 1.136
15 H -1.04190 -1.85862 1.25792  C4 1.151
16 H -1.60737 2.36817 0.56139  C6 1.118
17 H -0.15227 1.90112 -0.29338  C6 1.182
18 H -1.85956 1.17790 -0.76286  C6 1.129
19 H -2.30709 1.22327 2.41607  C7 1.033
20 H -1.67286 -0.31912 2.98588  C7 1.143
21 H -2.87576 -0.12333 1.47089  C7 1.123
22 O 3.26689 4.68124 -2.14210  H23 0.937, H24 1.008
23 H 3.92013 4.42678 -2.76335  O22 0.937
24 H 3.76649 5.00612 -1.32965  O22 1.008

Summary:
charge = 0
orbital gap = 9.25 eV
highest occupied orbital energy = -8.39 eV
SMILES string = C[C@@H](N)CN(C)C.O
multiplicity = 1

***

two:
Below is a cluster of 2 separate species, C5H16N2O in total, with properties calculated with ωB97M-V with the def2-TZVPD basis set.

Bonds (Å) are listed after each position.
Element x y z (Å)
1 C 1.38306 1.81290 -1.27343  C2 1.505, H8 1.195, H9 1.059, H10 1.118
2 C 0.88717 0.39179 -1.27376  C1 1.505, N3 1.494, C4 1.635, H11 1.144
3 N 1.90892 -0.68510 -1.44077  C2 1.494, H12 0.977, H13 1.002
4 C 0.17469 0.01154 0.14754  C2 1.635, N5 1.450, H14 1.086, H15 1.078
5 N -1.23820 0.29326 -0.01444  C4 1.450, C6 1.449, C7 1.449
6 C -1.93338 -0.74285 -0.75206  N5 1.449, H16 1.168, H17 1.133, H18 1.077
7 C -2.00381 0.52829 1.19337  N5 1.449, H19 1.298, H20 1.140, H21 1.011
8 H 0.46205 2.52934 -1.01737  C1 1.195
9 H 2.19153 1.88152 -0.59356  C1 1.059
10 H 1.74493 2.21442 -2.25171  C1 1.118
11 H 0.16682 0.40630 -2.16263  C2 1.144
12 H 2.70824 -0.16261 -1.64845  N3 0.977
13 H 1.69858 -1.24514 -2.24501  N3 1.002
14 H 0.28985 -1.04524 0.37062  C4 1.086
15 H 0.73071 0.57960 0.87582  C4 1.078
16 H -1.60107 -1.84239 -0.54017  C6 1.168
17 H -3.00345 -0.67484 -0.38543  C6 1.133
18 H -1.96702 -0.53613 -1.80817  C6 1.077
19 H -2.62250 -0.58002 1.46640  C7 1.298
20 H -2.63333 1.41108 0.84167  C7 1.140
21 H -1.51547 0.62843 2.07298  C7 1.011
22 O 0.75466 -1.20196 2.80909  H23 0.986, H24 0.961
23 H 0.56389 -1.09100 3.77028  O22 0.986
24 H 1.00760 -2.12476 2.71841  O22 0.961

Summary:
charge = 0
orbital gap = 8.80 eV
highest occupied orbital energy = -8.05 eV
SMILES string = C[C@@H](N)CN(C)C.O
multiplicity = 1

***

three:
Below is a cluster of 2 separate species, C5H16N2O in total, with properties calculated with ωB97M-V with the def2-TZVPD basis set.

Bonds (Å) are listed after each position.
Element x y z (Å)
1 C -0.23957 2.50425 0.80403  N2 1.479, H8 1.068, H9 1.096, H10 1.066
2 N 0.34636 1.31392 0.14983  C1 1.479, C3 1.490, H11 1.017
3 C -0.49478 0.30866 -0.55806  N2 1.490, C4 1.551, C5 1.613, H12 1.053
4 C -0.81108 0.60077 -2.04764  C3 1.551, H13 1.064, H14 1.189, H15 1.205
5 C 0.17315 -1.12007 -0.21788  C3 1.613, C6 1.492, H16 1.111, H17 1.076
6 C -0.92694 -2.12745 -0.20124  C5 1.492, N7 1.455, H18 1.184, H19 1.171
7 N -1.55441 -2.19283 1.11042  C6 1.455, H20 0.977, H21 0.956
8 H -0.59895 3.22820 0.10519  C1 1.068
9 H -1.09236 2.22247 1.43224  C1 1.096
10 H 0.61163 2.99662 1.21495  C1 1.066
11 H 1.05637 1.60892 -0.51552  N2 1.017
12 H -1.44441 0.31013 -0.10243  C3 1.053
13 H -1.49590 1.36852 -2.31863  C4 1.064
14 H -1.04497 -0.47292 -2.50121  C4 1.189
15 H 0.20302 0.82187 -2.66062  C4 1.205
16 H 0.91161 -1.41544 -0.99410  C5 1.111
17 H 0.53097 -1.00994 0.79040  C5 1.076
18 H -1.78986 -1.81565 -0.95026  C6 1.184
19 H -0.46944 -3.16766 -0.48530  C6 1.171
20 H -2.20908 -1.47635 1.22234  N7 0.977
21 H -0.89283 -2.14192 1.79871  N7 0.956
22 O 3.07779 0.45949 0.79229  H23 0.957, H24 0.996
23 H 2.22588 0.28258 0.39442  O22 0.957
24 H 3.12763 0.14007 1.73448  O22 0.996

Summary:
charge = 0
orbital gap = 9.63 eV
highest occupied orbital energy = -8.74 eV
SMILES string = CN[C@@H](C)CCN.O
multiplicity = 1

***

four:
Below is a cluster of 2 separate species, C5H16N2O in total, with properties calculated with ωB97M-V with the def2-TZVPD basis set.

Bonds (Å) are listed after each position.
Element x y z (Å)
1 C 1.33789 1.86512 0.15557  C2 1.511, H8 1.092, H9 1.092, H10 1.103
2 C -0.01610 1.21882 -0.02070  C1 1.511, C3 1.537, N4 1.452, H11 1.096
3 C -1.07610 2.15568 0.57941  C2 1.537, H12 1.086, H13 1.097, H14 1.102
4 N -0.21431 -0.07888 0.59919  C2 1.452, C5 1.485, H15 1.019
5 C 0.92962 -1.02556 0.63398  N4 1.485, C6 1.498, H16 1.094, H17 1.098
6 C 1.23820 -1.73391 -0.64924  C5 1.498, N7 1.505, H18 1.090, H19 1.083
7 N 0.32572 -2.91032 -0.86868  C6 1.505, H20 1.011, H21 1.014
8 H 1.45567 2.42075 1.08864  C1 1.092
9 H 2.24136 1.27116 0.00253  C1 1.092
10 H 1.51892 2.64511 -0.60347  C1 1.103
11 H -0.31010 1.19259 -1.07656  C2 1.096
12 H -2.11684 1.85165 0.63473  C3 1.086
13 H -0.77658 2.50206 1.57574  C3 1.097
14 H -1.16241 3.12289 0.05758  C3 1.102
15 H -0.30622 0.05677 1.60499  N4 1.019
16 H 1.88020 -0.66779 1.04076  C5 1.094
17 H 0.62501 -1.74103 1.40891  C5 1.098
18 H 2.22459 -2.19542 -0.59378  C6 1.090
19 H 1.16621 -1.12481 -1.54223  C6 1.083
20 H -0.15178 -3.05639 0.01074  N7 1.011
21 H -0.33547 -2.81834 -1.63128  N7 1.014
22 O -3.14412 -1.21267 -0.87123  H23 0.984, H24 0.977
23 H -2.98918 -0.60953 -0.10913  O22 0.984
24 H -2.34417 -1.12795 -1.42645  O22 0.977

Summary:
charge = 0
orbital gap = 9.93 eV
highest occupied orbital energy = -9.08 eV
SMILES string = CC(C)NCCN.O
multiplicity = 1

***

Stability comparison, relative energies in hartree: one 0.0595; two 0.0664; three 0.0352; four 0.0000

***

one:
Below is a cluster of 2 separate species, C5H16N2O in total, with properties calculated with ωB97M-V with the def2-TZVPD basis set.

Bonds (Å) are listed after each position.
Element x y z (Å)
1 C 1.52096 -2.47370 -0.99864  N2 1.464, H5 1.088, H6 1.088, H7 1.087
2 N 1.05023 -1.08746 -1.03156  C1 1.464, C3 1.679, H8 1.043, H9 1.017
3 C 2.19993 0.06340 -0.61545  N2 1.679, O4 1.273, H10 1.116, H11 1.106
4 O 1.68090 1.22135 -0.71916  C3 1.273
5 H 2.40328 -2.57029 -1.62793  C1 1.088
6 H 0.76287 -3.16272 -1.36621  C1 1.088
7 H 1.76729 -2.70935 0.03319  C1 1.087
8 H 0.29390 -0.93180 -0.33116  N2 1.043
9 H 0.76044 -0.73604 -1.94031  N2 1.017
10 H 2.99741 -0.24242 -1.33310  C3 1.116
11 H 2.48030 -0.31463 0.38537  C3 1.106
12 C -1.75653 2.62695 0.18228  C13 1.521, H16 1.093, H17 1.089, H18 1.091
13 C -1.65524 1.11120 0.10863  C12 1.521, C14 1.522, H19 1.096, H20 1.092
14 C -0.93926 0.51494 1.31159  C13 1.522, N15 1.480, H21 1.092, H22 1.098
15 N -0.87669 -0.96118 1.22470  C14 1.480, H23 1.017, H24 1.015
16 H -2.26467 2.92854 1.10203  C12 1.093
17 H -0.76858 3.08102 0.12428  C12 1.089
18 H -2.35831 3.01947 -0.63895  C12 1.091
19 H -2.65029 0.66286 0.00842  C13 1.096
20 H -1.08639 0.84655 -0.78468  C13 1.092
21 H 0.08152 0.90269 1.32163  C14 1.092
22 H -1.41534 0.85282 2.24183  C14 1.098
23 H -1.81649 -1.34702 1.28038  N15 1.017
24 H -0.41124 -1.29518 2.06279  N15 1.015

Summary:
charge = 0
orbital gap = 8.44 eV
highest occupied orbital energy = -7.69 eV
SMILES string = C[NH2+]C[O-].CCCN
multiplicity = 1

***

two:
Below is a cluster of 2 separate species, C5H16N2O in total, with properties calculated with ωB97M-V with the def2-TZVPD basis set.

Bonds (Å) are listed after each position.
Element x y z (Å)
1 C 1.28749 2.41434 0.39957  C2 1.616, H8 1.146, H9 1.200, H10 1.078
2 C -0.07426 1.57569 0.16547  C1 1.616, C3 1.551, H11 1.145, H12 1.135
3 C -0.39091 0.32020 1.02014  C2 1.551, N4 1.429, C5 1.483, H13 1.162
4 N -1.78686 0.23355 1.31392  C3 1.429, H14 1.036, H15 1.012
5 C 0.10392 -0.78356 0.16269  C3 1.483, N6 1.454, H16 1.154, H17 1.135
6 N 1.54448 -0.81142 -0.03185  C5 1.454, C7 1.445, H18 0.997
7 C 1.95382 -1.93910 -0.83749  N6 1.445, H19 1.107, H20 1.093, H21 1.134
8 H 2.31137 1.90085 0.35958  C1 1.146
9 H 1.42952 3.33327 -0.35913  C1 1.200
10 H 1.47393 3.06712 1.23648  C1 1.078
11 H -0.88275 2.25074 0.61499  C2 1.145
12 H -0.28256 1.24432 -0.90036  C2 1.135
13 H 0.19228 0.41140 2.02083  C3 1.162
14 H -2.32053 -0.22383 0.55263  N4 1.036
15 H -1.84774 -0.42995 2.07514  N4 1.012
16 H -0.18298 -1.78977 0.64845  C5 1.154
17 H -0.51385 -0.77391 -0.78960  C5 1.135
18 H 1.52643 -0.00609 -0.61976  N6 0.997
19 H 2.26723 -2.87818 -0.34215  C7 1.107
20 H 1.22426 -2.06499 -1.64154  C7 1.093
21 H 2.92358 -1.58740 -1.30935  C7 1.134
22 O -3.58736 -0.88634 -1.00994  H23 0.989, H24 1.003
23 H -3.64595 -1.84735 -1.23618  O22 0.989
24 H -2.72255 -0.72957 -1.49252  O22 1.003

Summary:
charge = 0
orbital gap = 9.72 eV
highest occupied orbital energy = -9.19 eV
SMILES string = CC[C@@H](N)CNC.O
multiplicity = 1

***

Stability comparison, relative energies in hartree: one 0.0000; two 0.0356

***

one:
Below is a cluster of 2 separate species, CH7N2O in total, with properties calculated with ωB97M-V with the def2-TZVPD basis set.

Bonds (Å) are listed after each position.
Element x y z (Å)
1 N 0.16969 0.18741 -0.32146  C2 1.318, H4 1.009, H5 1.017
2 C 0.44798 -1.08939 -0.49450  N1 1.318, N3 1.307, H6 1.092
3 N 1.66178 -1.56908 -0.56879  C2 1.307, H7 1.009, H8 1.010
4 H 0.78869 0.92398 -0.62575  N1 1.009
5 H -0.81750 0.40664 -0.21552  N1 1.017
6 H -0.40249 -1.75878 -0.35191  C2 1.092
7 H 1.82893 -2.47641 -0.97631  N3 1.009
8 H 2.47095 -0.97483 -0.45467  N3 1.010
9 H -2.80417 1.94314 1.51266  O11 0.945
10 H -1.29990 2.32358 1.52698  O11 0.960
11 O -2.04396 2.08374 0.96928  H9 0.945, H10 0.960

Summary:
charge = +1
orbital gap = 11.23 eV
highest occupied orbital energy = -15.35 eV
multiplicity = 1

***

two:
Below is a cluster of 2 separate species, CH7N2O in total, with properties calculated with ωB97M-V with the def2-TZVPD basis set.

Bonds (Å) are listed after each position.
Element x y z (Å)
1 N 1.27059 -0.10668 -0.98728  C2 1.331, H4 0.998, H5 1.047
2 C 1.26197 -0.12925 0.34331  N1 1.331, N3 1.319, H6 1.086
3 N 0.86357 0.99912 0.89801  C2 1.319, H7 1.015, H8 1.008
4 H 0.87847 0.71151 -1.40347  N1 0.998
5 H 1.72706 -0.85489 -1.55922  N1 1.047
6 H 1.65873 -1.02608 0.81038  C2 1.086
7 H 0.83679 1.08035 1.90936  N3 1.015
8 H 0.51591 1.78704 0.37410  N3 1.008
9 H -2.64870 -1.13996 -0.71814  O11 0.966
10 H -3.57940 -0.85491 0.37300  O11 0.976
11 O -2.78500 -0.46625 -0.04004  H9 0.966, H10 0.976

Summary:
charge = +1
orbital gap = 10.65 eV
highest occupied orbital energy = -14.78 eV
multiplicity = 1

***

three:
Below is a cluster of 2 separate species, CH7N2O in total, with properties calculated with ωB97M-V with the def2-TZVPD basis set.

Bonds (Å) are listed after each position.
Element x y z (Å)
1 O 2.39946 0.77344 -0.21626  H3 0.949, H4 0.951
2 H 0.73793 0.14370 -0.26478  N5 1.045
3 H 3.14153 0.35615 -0.63525  O1 0.949
4 H 2.67003 1.59342 0.18338  O1 0.951
5 N -0.08736 -0.30685 0.19099  H2 1.045, C6 1.517, H8 1.032, H9 1.036
6 C -1.54362 -0.51216 -0.18201  N5 1.517, N7 1.227, H10 1.097
7 N -2.44749 0.13815 0.33264  C6 1.227, H11 1.015
8 H 0.32324 -1.14852 0.62481  N5 1.032
9 H -0.19029 0.18390 1.09745  N5 1.036
10 H -1.64431 -1.13635 -1.07831  C6 1.097
11 H -3.35911 -0.08487 -0.05266  N7 1.015

Summary:
charge = +1
orbital gap = 12.51 eV
highest occupied orbital energy = -16.02 eV
multiplicity = 1

***

Stability comparison, relative energies in hartree: one 0.0000; two 0.0105; three 0.0489